1.
{
  "formula": "C32H30CrN4O7S",
  "method": "ωB97M-V/def2-TZVPD",
  "charge": -1,
  "e_lumo_ev": [1.915, 1.709],
  "total_energy_ha": -3425.906364,
  "spin_multiplicity": 4,
  "elements": ["Cr", "C", "O", "C", "C", "C", "C", "C", "C", "N", "N", "C", "C", "O", "C", "C", "C", "C", "C", "C", "C", "C", "H", "H", "H", "H", "H", "H", "H", "H", "H", "H", "H", "H", "H", "O", "S", "O", "O", "O", "C", "N", "C", "C", "O", "H", "H", "H", "H", "H", "H", "H", "C", "C", "C", "C", "C", "C", "N", "C", "C", "C", "C", "C", "C", "H", "H", "H", "H", "H", "H", "H", "H", "H", "H"],
  "xyz": [[-0.84070, -0.83042, -0.04153], [-2.10330, -1.39800, -2.95953], [-1.91098, -0.52281, -1.87526], [-2.44569, 0.73102, -1.95874], [-3.15920, 1.24909, -3.02351], [-3.61932, 2.56104, -2.96749], [-3.37588, 3.34412, -1.85148], [-2.66498, 2.83557, -0.78456], [-2.17085, 1.53318, -0.83162], [-1.38072, 0.98285, 0.13609], [-1.02523, 1.76963, 1.07901], [-0.37563, 1.39420, 2.16260], [0.04661, 0.05056, 2.48250], [0.06168, -0.89955, 1.62657], [0.52793, -0.18224, 3.80257], [0.68150, 0.80750, 4.72462], [0.40071, 2.15860, 4.39654], [0.62649, 3.21146, 5.29881], [0.32223, 4.50841, 4.96588], [-0.22751, 4.78755, 3.71268], [-0.44836, 3.77496, 2.81064], [-0.13849, 2.44376, 3.12114], [-3.17001, -1.55359, -3.15832], [-1.63618, -2.33702, -2.66744], [-1.60721, -1.00499, -3.85835], [-3.36692, 0.65424, -3.90170], [-4.19170, 2.95752, -3.79621], [-3.74477, 4.35778, -1.81346], [-2.48989, 3.40949, 0.10901], [0.75928, -1.20800, 4.05570], [1.02894, 0.58052, 5.72519], [1.05582, 2.98261, 6.26503], [0.50250, 5.31072, 5.66954], [-0.47121, 5.80897, 3.45353], [-0.86727, 3.97281, 1.83643], [-3.82171, -0.10238, 0.24733], [-3.27794, -0.95842, 1.30292], [-4.28888, -1.82174, 1.89007], [-2.25981, -1.86033, 0.57389], [-2.50706, -0.23064, 2.30675], [0.48054, -5.56077, -1.30433], [0.43860, -4.98946, 0.02538], [1.10800, -5.67932, 1.09999], [0.01510, -3.72148, 0.16677], [-0.35273, -3.02313, -0.76497], [0.66326, -6.63015, -1.23293], [1.25555, -5.08519, -1.91007], [-0.47811, -5.38678, -1.79343], [0.90472, -6.74996, 1.04271], [0.74314, -5.30544, 2.05526], [2.19153, -5.52412, 1.05423], [0.03456, -3.35985, 1.20062], [3.44237, -2.73442, -3.00176], [2.97800, -1.57409, -3.60140], [2.16290, -0.70301, -2.91064], [1.73344, -0.99242, -1.60227], [2.27195, -2.13429, -0.98796], [3.10498, -2.98843, -1.68076], [0.83859, -0.17839, -0.94646], [1.22336, 1.17026, -0.95505], [0.68316, 2.11342, -1.83080], [1.14767, 3.41672, -1.83081], [2.14732, 3.80760, -0.95403], [2.67749, 2.88423, -0.06578], [2.22694, 1.58068, -0.07223], [4.07087, -3.42214, -3.54960], [3.25356, -1.35263, -4.62448], [1.81809, 0.20433, -3.38645], [2.03299, -2.30656, 0.05173], [3.51855, -3.85593, -1.18138], [-0.10406, 1.82781, -2.51510], [0.73482, 4.13179, -2.53299], [2.52607, 4.81889, -0.97274], [3.44829, 3.18144, 0.63233], [2.63219, 0.85275, 0.61356]]
}

***

2.
{
  "formula": "C4H5NO2",
  "method": "ωB97M-V/def2-TZVPD",
  "charge": 0,
  "smiles": "O=CC(=O)N1CC1",
  "e_lumo_ev": -0.021,
  "total_energy_ha": -360.543541,
  "de_lowest_kcal_mol": 78.99,
  "elements": ["O", "C", "C", "O", "N", "C", "C", "H", "H", "H", "H", "H"],
  "xyz": [[-1.17638, -1.63914, -2.30054], [-0.91765, -0.48062, -2.10338], [-0.14692, 0.09449, -0.89822], [0.41994, 1.15424, -1.11815], [0.03526, -0.62784, 0.24423], [-0.15894, -0.22150, 1.62457], [1.00977, 0.48563, 1.16893], [-1.14280, 0.33659, -2.83045], [0.01095, -1.04351, 2.30631], [-1.04448, 0.37457, 1.83241], [0.99358, 1.58314, 1.07149], [1.99612, 0.04126, 1.12704]]
}

***

3.
{
  "formula": "C35H34ClLaNOSi2",
  "method": "ωB97M-V/def2-TZVPD",
  "charge": 1,
  "e_lumo_ev": [-4.477, -4.521],
  "total_energy_ha": -2554.573430,
  "de_lowest_kcal_mol": 43.15,
  "elements": ["C", "C", "C", "H", "C", "C", "H", "H", "H", "H", "La", "Si", "C", "C", "H", "C", "H", "C", "H", "C", "H", "C", "H", "C", "C", "H", "C", "H", "C", "H", "C", "H", "C", "H", "H", "Si", "C", "C", "H", "C", "H", "C", "H", "C", "H", "C", "H", "C", "C", "H", "C", "H", "C", "H", "C", "H", "C", "H", "H", "Cl", "O", "C", "C", "C", "C", "C", "C", "N", "H", "H", "H", "H", "H", "H", "H"],
  "xyz": [[-1.62698, -0.66098, 0.90889], [-2.31879, -0.35703, -0.30656], [-2.30849, -1.54583, -1.12034], [-2.80184, 0.60370, -0.52631], [-1.60585, -2.56773, -0.39999], [-1.17998, -2.01765, 0.85651], [-0.78459, -2.58743, 1.70285], [-1.60416, -0.05292, 1.81090], [-2.77352, -1.63966, -2.10702], [-1.50789, -3.61414, -0.70054], [0.22257, -0.65664, -1.24958], [-0.54135, -0.46605, -6.94711], [-0.20847, 1.08903, -7.98424], [1.00049, 1.21042, -8.70728], [1.70351, 0.36066, -8.74049], [1.34544, 2.38417, -9.40192], [2.31796, 2.46605, -9.90411], [0.43446, 3.46084, -9.43059], [0.71673, 4.42683, -9.87359], [-0.85036, 3.27767, -8.87908], [-1.58790, 4.09428, -8.96249], [-1.18212, 2.09174, -8.20567], [-2.20676, 1.93926, -7.82950], [0.14391, -1.71323, -8.18868], [-0.12817, -1.69103, -9.57887], [-0.87445, -1.01031, -9.99779], [0.56807, -2.52912, -10.45776], [0.38651, -2.47478, -11.53490], [1.50692, -3.43885, -9.95072], [2.07563, -4.07127, -10.63512], [1.69073, -3.54471, -8.56404], [2.37375, -4.28689, -8.15050], [1.00399, -2.69924, -7.68920], [1.15450, -2.79844, -6.61244], [-2.00124, -0.70712, -7.08450], [2.07133, 1.50974, -5.37200], [1.59670, -0.15191, -4.42838], [0.34143, -0.78366, -4.61210], [-0.50034, -0.24783, -5.15929], [-0.03959, -1.91551, -3.86506], [-1.05009, -2.30511, -3.94040], [0.89902, -2.64877, -3.10823], [0.67373, -3.63378, -2.66154], [2.15975, -2.04553, -2.95151], [2.92704, -2.58408, -2.39487], [2.47411, -0.80513, -3.53498], [3.45763, -0.38853, -3.32691], [0.60780, 2.69035, -5.04996], [-0.51306, 2.52332, -4.19223], [-0.70998, 1.53177, -3.76488], [-1.31137, 3.61416, -3.79840], [-2.03980, 3.50607, -2.98023], [-1.16847, 4.86127, -4.42700], [-1.74156, 5.73626, -4.10939], [-0.26488, 4.96465, -5.49107], [-0.23775, 5.87740, -6.09648], [0.62491, 3.92333, -5.75097], [1.36889, 4.06373, -6.53300], [3.07021, 1.98679, -4.50431], [0.71533, 1.84849, -1.59964], [2.13752, -1.48244, 0.33053], [2.93317, -0.76111, 1.36889], [2.16888, 0.42423, 1.85163], [2.67129, 1.23411, 2.88204], [1.96676, 2.36252, 3.27194], [0.75939, 2.63737, 2.63062], [0.32060, 1.76888, 1.63050], [1.02928, 0.71270, 1.19203], [2.36751, -2.42240, 0.39151], [3.14213, -1.45844, 2.19478], [3.87772, -0.38284, 0.93184], [3.65121, 0.94741, 3.30016], [2.35266, 3.02273, 4.05616], [0.12970, 3.48964, 2.88024], [-0.64465, 1.92268, 1.13807]]
}

***

4.
{
  "formula": "C32H43I2N11O5P2S2",
  "method": "ωB97M-V/def2-TZVPD",
  "charge": 0,
  "e_lumo_ev": -1.037,
  "total_energy_ha": -4297.893982,
  "de_lowest_kcal_mol": 0.00,
  "elements": ["C", "C", "S", "C", "C", "C", "P", "P", "O", "O", "O", "C", "C", "C", "O", "O", "C", "C", "I", "C", "C", "I", "C", "N", "S", "N", "C", "H", "H", "H", "H", "H", "H", "H", "H", "H", "H", "H", "H", "H", "H", "H", "H", "C", "C", "N", "H", "H", "H", "C", "C", "N", "H", "H", "H", "C", "C", "N", "H", "H", "H", "C", "C", "N", "H", "H", "H", "C", "C", "N", "H", "H", "H", "C", "C", "N", "H", "H", "H", "C", "C", "N", "H", "H", "H", "C", "C", "N", "H", "H", "H", "C", "C", "N", "H", "H", "H"],
  "xyz": [[4.37162, 0.63719, -1.39313], [3.87804, 1.26807, -2.78072], [2.40127, 2.36431, -2.64525], [1.46892, 2.06221, -1.08027], [0.34108, 0.96393, -1.17149], [-0.84002, 1.11085, -0.24462], [-1.03692, 2.48500, 1.01077], [-1.34708, 4.42296, 0.07341], [-0.22538, 5.35358, 0.53869], [-1.41474, 4.40480, -1.60065], [-2.77322, 5.06659, 0.76138], [-1.98143, 0.05257, -0.28381], [-3.26008, 0.12158, 0.61934], [-4.58258, 0.48917, -0.20108], [-4.57963, 1.28008, -1.13858], [-5.82274, -0.09123, 0.15197], [-1.90019, -1.11551, -1.21941], [-3.03623, -2.22377, -1.23564], [-4.74425, -2.10872, -2.54046], [-2.88280, -3.27962, -0.35744], [-3.85321, -4.51351, -0.21134], [-1.15106, -3.29166, 0.98135], [-0.73372, -1.33668, -2.16985], [-0.58162, -2.40774, -3.05585], [0.91897, -2.04815, -3.73829], [1.35678, -0.60195, -2.99985], [0.34547, -0.24515, -2.08775], [5.51223, 0.57467, -1.45832], [4.15950, 1.31475, -0.51331], [4.00952, -0.42050, -1.25305], [4.73859, 1.91376, -3.16173], [3.75093, 0.39764, -3.49719], [2.10138, 1.81781, -0.17696], [0.93806, 3.04261, -0.83452], [0.23787, 2.56717, 1.68456], [-1.44576, 5.36104, -1.84948], [-2.94973, 4.59019, 1.60359], [-3.50276, -0.87110, 1.12978], [-3.19391, 0.89814, 1.44225], [-6.39432, -0.08493, -0.64690], [-4.00478, -4.73223, 0.89165], [-4.83642, -4.39119, -0.73910], [-3.32693, -5.42462, -0.64457], [-4.96885, -8.82066, -1.46347], [-5.28460, -7.36948, -1.56758], [-5.52812, -6.24530, -1.64825], [-3.88846, -8.96329, -1.42698], [-5.41329, -9.23242, -0.55708], [-5.36893, -9.34981, -2.32857], [-7.10928, 4.86412, -0.52620], [-5.74042, 4.94551, 0.05820], [-4.66925, 5.00868, 0.50399], [-7.53507, 5.86417, -0.61357], [-7.06430, 4.40849, -1.51607], [-7.75091, 4.25876, 0.11507], [-3.39493, 1.31543, -4.67039], [-3.01705, 1.05406, -6.08712], [-2.72484, 0.85165, -7.18443], [-4.42785, 1.66056, -4.61946], [-3.29662, 0.40143, -4.08541], [-2.74309, 2.08040, -4.24700], [7.51213, -1.77509, 0.20442], [6.18358, -1.29136, 0.67073], [5.15545, -0.91516, 1.03169], [8.13470, -2.03298, 1.06047], [7.38632, -2.65813, -0.42271], [8.00830, -0.99514, -0.37475], [-4.54197, 0.38742, 4.65248], [-3.33572, 0.95293, 3.98928], [-2.40136, 1.39167, 3.47157], [-5.44071, 0.71239, 4.12884], [-4.49590, -0.70248, 4.63861], [-4.59114, 0.72832, 5.68667], [-8.55589, 2.50790, 2.19058], [-7.83368, 1.95654, 3.36843], [-7.27222, 1.52898, 4.28083], [-9.57492, 2.77458, 2.47212], [-8.04223, 3.39808, 1.82537], [-8.58902, 1.76330, 1.39469], [11.79404, -0.87628, 1.05003], [10.93120, -1.99578, 1.51691], [10.26274, -2.86320, 1.87875], [11.90367, -0.92011, -0.03386], [11.34354, 0.07797, 1.32446], [12.77912, -0.95101, 1.51110], [11.43216, -6.16740, 2.82599], [12.81160, -6.08284, 3.38002], [13.88017, -6.01745, 3.80881], [10.99579, -5.16972, 2.76317], [11.45920, -6.60722, 1.82870], [10.81018, -6.78801, 3.47154], [2.81794, 6.21786, 1.54577], [3.33764, 4.88197, 1.14795], [3.73419, 3.84378, 0.83967], [3.30852, 6.99581, 0.95984], [1.74124, 6.26205, 1.36907], [3.01406, 6.39168, 2.60432]]
}

***

Number 3 is which compound? C35H34ClLaNOSi2